C52H128N17O28 | ωB97M-V/def2-TZVPD

Structure (XYZ):
```
225
Properties=species:S:1:pos:R:3:forces:R:3
C -3.89847 -1.04069 0.40377 -3.3 1.4 -1.9
C -4.77480 -0.07819 -0.56744 -0.3 -0.7 2.3
O -4.30541 0.40431 -1.56560 -0.2 0.0 -0.3
N -6.15838 0.12001 -0.18419 1.0 0.9 -0.7
H -4.26472 0.97480 4.40594 -0.8 0.0 -1.8
H -6.53860 0.82029 -0.84143 0.2 -0.7 0.4
C -6.56230 0.46334 1.21419 0.6 0.0 -0.1
H -4.07002 -2.01543 -0.05753 0.3 -0.2 0.5
H -4.29420 -0.90128 1.39079 -0.2 -0.5 0.6
H -2.89966 -0.73546 0.37808 1.3 0.5 -0.3
H -6.54573 -0.43286 1.86666 -0.2 0.6 -0.4
H -7.55604 0.97078 1.26013 0.7 -0.8 -0.4
H -5.85303 1.21113 1.60761 -0.1 -0.2 0.2
C 5.80187 2.02724 -2.38559 -0.1 -1.3 -1.8
C 4.42432 2.48864 -2.73994 0.3 -0.9 1.5
O 3.83332 2.37920 -3.74254 -0.4 0.2 -1.6
N 3.64801 2.95071 -1.54273 -1.0 1.2 0.6
H 2.60223 2.92186 -1.66712 0.2 -0.5 -0.5
H 3.84086 2.38163 -0.73215 0.6 -1.0 0.6
C 3.86472 4.35938 -1.03831 0.3 0.6 -1.8
H 6.40828 1.81692 -3.30161 -0.7 0.1 0.7
H 5.72989 1.12662 -1.76061 -0.2 0.1 -0.2
H 6.30392 2.73151 -1.81697 1.0 1.5 1.2
H 3.02822 4.96915 -1.46746 1.2 -0.3 0.1
H 4.90883 4.70562 -1.28577 -1.3 -0.2 0.3
H 3.67244 4.30983 -0.00278 0.2 0.2 1.2
C 3.37744 -0.01384 -6.91403 -0.6 0.8 -2.1
C 2.41479 -0.95079 -6.28238 -0.7 1.9 -0.7
O 1.27407 -0.58947 -6.05912 -0.8 -0.5 0.4
N 2.98857 -2.05935 -5.86779 1.8 -3.5 -0.2
H 0.48330 -2.86932 -3.59284 1.4 -0.2 1.5
H 2.49598 -2.84552 -5.44591 -0.5 1.0 0.0
C 4.13455 -2.59279 -6.63989 1.7 -1.5 0.8
H 4.12988 -0.38225 -7.57307 0.2 -0.9 -0.6
H 3.95130 0.33524 -6.12872 1.1 1.3 1.8
H 2.93333 0.81002 -7.48672 -0.3 -0.2 0.7
H 5.09142 -2.03632 -6.52365 -0.9 -0.2 0.2
H 3.98227 -2.70755 -7.70228 -0.5 0.4 -0.4
H 4.39256 -3.66157 -6.33847 -0.6 1.4 0.2
C 7.42028 -0.35042 3.66629 0.7 -0.2 0.1
C 7.25087 1.15012 3.75673 -0.2 -1.5 0.5
O 8.11114 1.93218 3.60689 0.5 1.1 -0.1
N 5.84931 1.62703 4.00953 -1.3 -0.5 0.9
H 5.30033 1.12549 3.28425 -0.1 0.3 -0.5
H 5.34744 1.23085 4.89328 1.3 0.1 -0.7
C 5.55128 3.10019 4.01164 -1.1 -0.9 1.4
H 6.73981 -0.93633 4.25696 -0.4 0.1 0.8
H 8.47281 -0.63720 3.92946 -1.0 0.5 -0.4
H 7.15511 -0.71524 2.67573 0.3 0.4 -0.4
H 6.19156 3.66706 3.39875 0.7 0.3 -1.0
H 5.62101 3.48326 5.04219 0.2 -0.3 -0.4
H 4.50045 3.13809 3.72767 0.1 0.4 -0.3
C -1.53030 -7.30489 3.36092 0.9 -0.8 -1.1
C -0.07090 -6.99120 2.83311 -0.9 -1.1 -0.7
O 0.33027 -7.22370 1.70442 -0.7 0.0 -0.5
N 0.79616 -6.63762 3.78208 1.9 0.8 1.5
H -5.09091 14.35714 -13.63569 0.0 0.0 0.0
H 0.44498 -6.09567 4.52494 -0.9 0.1 1.1
C 2.24833 -6.29524 3.59644 -1.9 -0.8 -1.3
H -1.63949 -8.45056 3.31581 0.2 1.8 0.3
H -2.35000 -6.87780 2.74146 0.8 -0.2 0.3
H -1.59029 -6.91931 4.37348 -0.3 -0.3 0.2
H 2.85129 -6.57607 4.46809 -0.3 0.4 -0.3
H 2.23876 -5.26975 3.26170 0.7 0.6 0.6
H 2.52594 -6.82884 2.69954 0.5 -0.5 0.0
C -1.69107 -5.41441 -7.30498 -1.0 0.5 -0.5
C -2.32715 -4.59995 -6.13624 0.1 -1.6 0.1
C -2.92218 -5.59104 -5.05149 0.7 2.4 -0.4
C -1.81193 -6.48469 -4.56228 -0.3 -1.7 -0.5
N -2.21937 -7.26937 -3.30394 0.7 -0.1 0.1
C -3.06515 -8.50611 -3.48672 -1.3 1.6 -0.4
C -2.21355 -9.50821 -4.16152 1.3 -0.3 -0.9
C -0.78302 -9.19551 -3.61708 -0.6 0.4 0.5
C -0.98251 -7.94386 -2.72745 1.3 1.3 -1.9
C -2.75152 -6.27888 -2.30630 -2.0 -0.6 -1.2
H -1.52135 -4.75576 -8.16430 0.2 -0.1 0.2
H -2.34688 -6.22577 -7.70163 0.3 0.5 0.5
H -0.73413 -5.85225 -7.02348 0.0 0.0 0.0
H -3.05188 -3.82978 -6.43174 -0.1 -0.6 -0.1
H -1.53438 -4.04841 -5.66527 0.5 0.4 0.4
H -3.86634 -5.96906 -5.45783 0.4 -0.7 0.3
H -3.13900 -4.97336 -4.18278 -0.6 0.2 -0.5
H -0.90061 -5.97262 -4.26928 -0.4 0.7 0.1
H -1.44536 -7.15110 -5.35822 -0.5 -0.4 0.5
H -3.28609 -8.70606 -2.45352 -0.4 -0.8 0.3
H -3.99140 -8.29178 -4.03106 0.1 0.2 0.2
H -2.61867 -10.51357 -4.03576 0.4 0.0 0.3
H -2.15618 -9.35236 -5.25433 -0.4 0.0 0.5
H -0.40855 -9.94123 -2.96107 0.3 -0.9 0.4
H -0.06089 -9.08856 -4.41410 0.1 0.3 -0.2
H -1.19584 -8.25440 -1.72811 -0.1 0.1 0.7
H -0.17507 -7.14609 -2.77107 -0.8 -1.3 0.4
H -2.58026 -6.61800 -1.30269 0.1 -0.1 0.3
H -3.83054 -6.04354 -2.51578 0.8 -0.8 0.4
H -2.32905 -5.35134 -2.55171 1.3 1.0 0.5
C -4.76037 9.46695 2.27688 0.9 -0.1 0.4
C -4.65565 8.51706 1.07543 0.7 0.2 1.4
C -3.62230 7.39156 1.26160 0.1 -1.5 0.5
C -2.19421 7.71773 0.87848 -0.6 -1.5 -1.9
N -1.08251 6.73487 1.16960 -0.4 0.1 -0.5
C -1.46011 5.35693 0.74390 -0.5 -0.1 -0.5
C -1.21155 5.30600 -0.75627 -0.5 -1.3 0.5
C 0.08618 6.04590 -0.85786 0.6 0.1 -1.3
C 0.06106 7.06474 0.23791 1.5 2.0 0.4
C -0.66683 6.79560 2.56830 -0.5 -2.0 1.2
H -3.75905 9.78979 2.63882 -0.5 -0.3 -0.1
H -5.28359 8.92364 3.05477 0.0 0.3 0.5
H -5.28334 10.40099 2.06212 -0.2 -0.3 -0.2
H -4.42145 9.16818 0.27710 0.1 0.1 -1.6
H -5.61704 8.05441 0.99337 -0.5 -0.2 -0.7
H -3.89567 6.47172 0.69719 -0.2 0.8 0.1
H -3.63625 7.05489 2.31302 -0.1 0.2 -0.1
H -1.84331 8.57628 1.30613 0.7 2.5 1.1
H -2.11313 7.81549 -0.20385 -0.4 0.3 0.0
H -0.79386 4.65339 1.22989 0.1 0.0 0.2
H -2.48709 5.19361 1.01717 -0.2 -0.3 0.3
H -1.08551 4.24816 -0.98678 0.0 0.1 -0.3
H -2.02966 5.67656 -1.38876 0.2 0.2 0.3
H 0.95002 5.40488 -0.66400 -0.4 -0.3 -0.2
H 0.21398 6.47604 -1.85887 0.1 0.1 0.3
H 1.02231 7.00109 0.77713 -0.7 0.1 0.1
H -0.03291 8.12537 -0.09104 -0.1 -0.8 0.2
H 0.25974 6.23010 2.61594 0.3 0.3 0.3
H -1.39023 6.21776 3.21143 0.4 0.9 -0.7
H -0.56460 7.80222 2.91527 0.1 0.5 0.1
C -0.42636 1.37235 3.79245 -0.4 -0.3 0.0
C 0.74099 0.38326 3.99697 2.0 1.5 -1.3
C 1.36461 0.09781 2.57522 0.1 0.7 -0.1
C 0.35402 -0.73430 1.87961 -0.9 -1.5 0.1
N 0.67368 -1.21896 0.49770 -0.5 -1.0 0.9
C -0.44915 -2.20783 0.05924 0.3 0.5 1.4
C -0.13893 -3.55339 0.73581 -0.3 1.3 1.2
C 1.31952 -3.43019 1.23566 0.1 -0.9 0.1
C 1.91646 -2.21259 0.58198 -1.2 1.5 -1.9
C 0.77578 -0.02620 -0.43802 1.3 -1.3 -0.5
H -0.30632 2.04134 2.90336 0.1 -0.6 0.8
H -0.56776 1.99258 4.68291 -0.2 0.1 -0.2
H -1.34295 0.75679 3.65210 0.3 0.6 0.1
H 0.37402 -0.53073 4.44862 0.2 -0.3 0.1
H 1.61394 0.75130 4.62123 -1.4 -0.2 -0.6
H 2.29251 -0.50363 2.61170 -0.3 0.6 0.3
H 1.53291 1.04335 1.97532 0.1 -0.7 1.1
H -0.65306 -0.35113 1.81594 -0.2 0.8 -0.1
H 0.22908 -1.58215 2.56041 0.0 -0.5 -0.6
H -0.40656 -2.30966 -1.00176 0.0 0.2 -0.7
H -1.41351 -1.78296 0.37138 0.6 -0.2 -0.3
H -0.24652 -4.31286 0.02755 0.0 -1.3 -1.2
H -0.90277 -3.79728 1.51065 0.8 0.3 -0.2
H 1.93007 -4.29294 0.94564 -0.2 0.0 0.0
H 1.35619 -3.41025 2.33040 0.1 0.3 -0.2
H 2.05571 -2.31866 -0.54993 0.6 -0.3 1.8
H 2.77075 -1.76482 1.11970 -0.4 0.0 -0.7
H 0.36419 0.87835 0.00578 -0.1 -0.2 -0.1
H 0.31769 -0.30246 -1.41022 0.2 0.4 0.7
H 1.86525 0.07816 -0.58545 -0.5 0.4 -0.1
C 2.14362 1.03285 8.99013 -0.7 1.6 1.2
N 1.29502 2.23107 8.55317 -1.2 0.1 -1.0
C 0.42002 2.82323 9.62393 1.2 0.3 1.1
C 2.22780 3.30180 8.07809 -0.7 0.5 -1.6
C 0.44947 1.82069 7.26557 2.3 0.5 0.2
C -0.32923 0.55404 7.39474 0.3 -0.7 0.9
O -1.29477 0.70740 8.45863 -0.9 -0.4 -1.7
H 1.55869 0.28132 9.49149 -0.5 0.1 0.3
H 2.86756 1.46996 9.67341 0.2 -0.3 0.0
H 2.59021 0.58287 8.14653 0.6 -0.2 -1.1
H 0.95355 3.67831 10.07639 -0.1 -0.5 -0.2
H 0.29390 2.08610 10.39540 -0.4 -0.3 0.2
H -0.52864 3.19632 9.29324 -0.4 -0.2 -0.6
H 2.88344 2.80170 7.41601 1.3 -0.5 -0.4
H 2.76738 3.84992 8.83974 -0.2 -0.3 0.4
H 1.73983 4.01904 7.36818 -0.2 -0.5 1.1
H 1.31250 1.68311 6.58186 -0.9 -0.2 -0.2
H -0.09877 2.71779 6.98288 -0.2 -0.2 0.1
H 0.34358 -0.23226 7.77133 0.0 0.1 -0.7
H -0.69119 0.22325 6.37368 0.0 0.6 1.3
H -2.08952 0.24132 8.12193 0.4 0.4 0.7
C -2.98533 1.27910 -4.65621 -1.3 -1.3 -0.1
N -2.47016 0.42901 -5.77038 0.1 -1.6 -0.6
C -1.80881 -0.84650 -5.20896 -2.0 -0.3 0.3
C -3.61249 -0.13360 -6.68862 0.9 1.2 1.1
C -1.45245 1.25916 -6.46933 0.9 0.5 1.0
C -1.92634 2.60368 -6.96812 -0.3 0.3 0.8
O -2.04746 3.56511 -5.93357 -1.6 0.4 -1.2
H -3.57852 2.06697 -5.07119 -0.4 0.3 -0.2
H -2.21196 1.75535 -4.09028 0.7 -0.2 0.2
H -3.58740 0.60610 -4.05858 -0.2 0.2 0.5
H -2.62859 -1.49996 -4.75930 1.1 0.8 -0.9
H -1.18927 -0.58958 -4.39797 0.9 0.7 0.9
H -1.18396 -1.35434 -5.93744 -0.3 0.2 -0.4
H -4.29160 0.70178 -6.89568 0.1 -0.4 -0.2
H -4.10860 -0.95261 -6.16274 0.0 0.4 0.1
H -3.11730 -0.53544 -7.56038 0.0 0.1 -0.3
H -0.91937 0.76905 -7.23412 0.0 -1.3 -1.2
H -0.65317 1.36607 -5.71599 -0.3 0.3 -0.1
H -2.95711 2.51066 -7.35723 0.5 0.1 -0.2
H -1.24206 2.92531 -7.76490 -0.2 0.0 0.1
H -1.31001 3.69649 -5.36167 1.4 -0.3 0.5
N -2.85009 -3.04975 -2.63920 0.0 1.0 0.4
O -1.67039 -2.85206 -3.03088 0.6 -0.3 -0.2
O -3.79429 -2.68643 -3.34893 -0.2 -0.3 -0.1
O -3.03113 -3.54119 -1.51415 -0.1 -0.1 0.1
N 4.50718 0.58280 0.98267 0.5 -0.2 -2.5
O 4.60975 -0.12327 1.96556 -0.1 -1.0 1.9
O 4.22596 0.10733 -0.13653 -0.7 -0.5 0.0
O 4.78114 1.77635 1.02568 0.1 2.2 0.7
N 3.98616 -0.53801 6.17309 -2.5 -2.4 -1.1
O 2.69128 -0.63757 6.06078 2.0 1.0 0.7
O 4.62225 -1.58070 6.04972 0.4 0.9 0.2
O 4.52541 0.57008 6.34130 0.1 0.8 0.0
N 1.47944 -4.16157 -2.55211 0.2 0.1 1.9
O 1.30803 -2.84842 -2.96867 -0.5 -0.2 -0.7
O 2.32876 -4.36354 -1.64975 -2.5 0.6 -3.3
O 0.67156 -4.91030 -3.05503 1.2 -0.4 0.5
N 0.39773 2.90281 -3.09495 1.3 -2.0 2.0
O 0.82122 1.87678 -3.68932 -0.6 1.6 0.8
O -0.41227 3.65991 -3.57241 -0.6 0.8 -0.7
O 0.77740 3.11772 -1.85014 0.1 -0.5 -2.1
N -3.70716 -0.56200 5.29971 -3.3 -2.3 -2.7
O -4.24405 -1.13649 4.28275 2.3 1.7 2.9
O -3.93265 0.83161 5.27001 1.9 -1.3 2.8
O -3.24889 -1.10827 6.26822 0.0 1.9 -1.2
N 1.77730 4.08013 1.84980 1.2 0.3 1.6
O 2.18336 5.28701 1.88557 -0.7 -1.3 -0.6
O 1.67410 3.47694 2.97297 -0.2 0.6 -2.2
O 1.56365 3.51435 0.74806 -0.1 0.3 1.3
```
Positions in Å, forces in eV/Å.

frontier orbital gap = 0.67 eV
charge = +3

Here are the Mulliken charges for atoms 1 to 5, given in e: number 1, C, carries 0.2873; number 2, C, carries 0.1881; number 3, O, carries -0.4820; number 4, N, carries -0.2446; number 5, H, carries 0.3412